Record 1
This record from the OMol25 dataset describes C36H56BBrGeN9O3PbSi3 as an isolated structure. The level of theory is wB97M-V/def2-TZVPD.

Atoms and positions in Å:
1 Pb 1.04 0.03 1.28
2 C 5.36 1.62 1.86
3 C 4.07 1.66 1.32
4 N 3.33 0.67 1.83
5 N 4.12 -0.01 2.69
6 C 5.34 0.54 2.72
7 B 3.62 -1.22 3.53
8 N 3.27 -2.41 2.63
9 C 3.75 -3.66 2.67
10 C 3.06 -4.42 1.75
11 C 2.15 -3.52 1.18
12 N 2.28 -2.31 1.71
13 N 2.36 -0.78 4.31
14 C 2.19 -0.73 5.64
15 C 0.93 -0.21 5.90
16 C 0.40 0.05 4.64
17 N 1.26 -0.31 3.69
18 H 6.18 2.28 1.65
19 H 3.63 2.33 0.61
20 H 6.10 0.12 3.35
21 H 4.48 -1.53 4.30
22 H 4.54 -3.92 3.35
23 H 3.20 -5.47 1.52
24 H 1.42 -3.69 0.41
25 H 2.97 -1.07 6.31
26 H 0.48 -0.03 6.86
27 H -0.54 0.50 4.35
28 O -2.22 2.87 3.99
29 C -1.75 4.01 3.39
30 C -1.91 5.25 4.00
31 C -1.45 6.40 3.36
32 C -0.83 6.31 2.13
33 C -0.68 5.06 1.54
34 C -1.12 3.90 2.15
35 C -0.84 2.55 1.52
36 O 0.03 1.81 2.24
37 N -2.18 1.87 1.29
38 N -2.07 0.51 1.21
39 C -3.07 -0.19 1.57
40 C -3.05 -1.66 1.60
41 Br -1.38 -2.46 2.02
42 C -4.12 -2.44 1.47
43 C -5.47 -1.96 1.12
44 C -6.58 -2.57 1.71
45 C -7.87 -2.15 1.40
46 C -8.06 -1.12 0.49
47 C -6.97 -0.53 -0.13
48 C -5.68 -0.95 0.18
49 H -2.59 3.09 4.85
50 H -2.40 5.31 4.96
51 H -1.58 7.36 3.84
52 H -0.47 7.19 1.63
53 H -0.18 4.97 0.58
54 H -0.44 2.78 0.51
55 H -2.85 2.15 2.00
56 H -3.98 0.28 1.95
57 H -4.01 -3.50 1.65
58 H -6.43 -3.37 2.42
59 H -8.72 -2.62 1.88
60 H -9.06 -0.80 0.24
61 H -7.11 0.25 -0.86
62 H -4.83 -0.51 -0.33
63 C 1.76 3.79 -2.08
64 C 1.42 2.31 -1.92
65 N -1.31 1.50 -1.48
66 O 1.64 1.83 -0.80
67 H 1.10 4.28 -2.79
68 H 2.77 3.87 -2.48
69 H 1.74 4.29 -1.11
70 H -2.17 1.82 -1.04
71 H -1.29 0.48 -1.47
72 C -0.65 -3.94 -1.67
73 Si -0.84 -2.44 -2.79
74 C -0.95 -3.08 -4.56
75 C -2.48 -1.62 -2.34
76 Ge 0.94 -0.89 -2.49
77 Si 3.11 -1.83 -2.72
78 C 4.25 -1.10 -1.42
79 C 3.77 -1.42 -4.43
80 C 3.10 -3.70 -2.56
81 Si 0.66 1.26 -3.56
82 C 2.12 1.99 -4.58
83 C -0.25 0.58 -5.16
84 C -1.08 2.00 -2.88
85 H -1.45 -4.66 -1.86
86 H -0.70 -3.65 -0.62
87 H 0.30 -4.44 -1.84
88 H -1.79 -3.77 -4.67
89 H -0.04 -3.63 -4.82
90 H -1.07 -2.27 -5.28
91 H -3.31 -2.31 -2.48
92 H -2.68 -0.74 -2.97
93 H -2.49 -1.32 -1.29
94 H 4.26 -0.01 -1.49
95 H 5.27 -1.46 -1.55
96 H 3.92 -1.37 -0.42
97 H 3.86 -0.35 -4.58
98 H 3.11 -1.82 -5.21
99 H 4.76 -1.87 -4.57
100 H 2.81 -4.02 -1.55
101 H 4.10 -4.09 -2.76
102 H 2.41 -4.16 -3.27
103 H 2.27 1.41 -5.49
104 H 3.05 2.03 -4.01
105 H 1.89 3.02 -4.89
106 H 0.40 -0.08 -5.74
107 H -0.53 1.41 -5.82
108 H -1.17 0.03 -4.93
109 H -0.54 1.78 -0.87
110 H -1.92 1.67 -3.48
111 H -1.10 3.09 -2.83

Properties
Expectation value of S²: 0.75
HOMO (alpha / beta) (Ha): -0.23302 / -0.25664
2S+1: 2
Gap between HOMO and LUMO (alpha / beta) (eV): 6.3 / 6.6

=====

Record 2
This record from the OMol25 dataset describes C36H56BrNO3PS2SbSi4Ti as an isolated structure. The level of theory is wB97M-V/def2-TZVPD.

Atoms and positions in Å:
1 Ti 0.58 -0.13 0.71
2 O 2.39 -2.19 -5.05
3 C 2.06 -1.60 -3.88
4 C 1.19 -0.51 -3.81
5 C 0.89 0.00 -2.56
6 N 1.40 -0.49 -1.42
7 C 2.24 -1.51 -1.53
8 Br 2.98 -2.12 0.08
9 C 2.62 -2.11 -2.71
10 H 1.88 -1.80 -5.77
11 H 0.73 -0.09 -4.69
12 H 0.20 0.83 -2.45
13 H 3.30 -2.94 -2.74
14 C -1.14 3.31 5.19
15 C -1.03 2.76 3.79
16 O -1.94 1.66 3.66
17 P -1.72 0.49 2.52
18 S -0.51 -2.01 0.59
19 S -1.23 1.53 0.79
20 O -0.13 0.06 2.86
21 C 0.10 -1.02 3.79
22 C 0.07 -0.51 5.21
23 H -0.47 4.17 5.31
24 H -0.87 2.55 5.93
25 H -2.16 3.64 5.40
26 H -0.01 2.42 3.59
27 H -1.29 3.51 3.04
28 H 1.08 -1.42 3.54
29 H -0.64 -1.80 3.60
30 H 0.84 0.25 5.36
31 H 0.28 -1.34 5.89
32 H -0.90 -0.09 5.46
33 C -4.96 -1.55 -4.91
34 Si -3.83 -0.34 -3.99
35 C -2.66 0.39 -5.27
36 C -4.92 1.08 -3.40
37 Sb -2.38 -1.14 -2.00
38 Si -2.00 -3.43 -3.08
39 C -0.60 -4.33 -2.20
40 C -3.50 -4.55 -3.11
41 C -1.41 -3.17 -4.86
42 Si -4.36 -1.64 -0.46
43 C -3.91 -2.98 0.77
44 C -4.78 -0.02 0.41
45 C -5.90 -2.18 -1.40
46 H -5.47 -1.00 -5.71
47 H -5.72 -1.97 -4.25
48 H -4.40 -2.37 -5.37
49 H -3.22 0.91 -6.06
50 H -2.04 -0.37 -5.74
51 H -2.00 1.13 -4.80
52 H -5.38 1.59 -4.26
53 H -4.33 1.82 -2.84
54 H -5.73 0.74 -2.74
55 H -0.56 -4.07 -1.14
56 H 0.36 -4.04 -2.64
57 H -0.71 -5.41 -2.31
58 H -3.88 -4.71 -2.09
59 H -3.23 -5.53 -3.52
60 H -4.31 -4.13 -3.71
61 H -0.58 -2.46 -4.88
62 H -2.19 -2.80 -5.53
63 H -1.04 -4.12 -5.25
64 H -3.61 -2.52 1.72
65 H -4.77 -3.64 0.95
66 H -3.06 -3.57 0.44
67 H -4.41 0.85 -0.14
68 H -4.32 0.00 1.40
69 H -5.86 0.08 0.52
70 H -5.70 -3.02 -2.06
71 H -6.31 -1.36 -1.99
72 H -6.66 -2.49 -0.67
73 C 2.65 6.18 1.23
74 C 1.48 5.44 1.31
75 C 1.54 4.05 1.34
76 C 2.76 3.37 1.31
77 C 3.92 4.14 1.23
78 C 3.87 5.53 1.19
79 Si 2.81 1.46 1.46
80 C 4.46 1.03 0.58
81 C 4.46 1.02 -0.82
82 C 5.57 0.63 -1.55
83 C 6.73 0.24 -0.89
84 C 6.76 0.26 0.49
85 C 5.64 0.66 1.22
86 C 3.19 1.20 3.32
87 C 3.07 2.21 4.28
88 C 3.26 1.97 5.63
89 C 3.58 0.69 6.08
90 C 3.69 -0.34 5.15
91 C 3.49 -0.08 3.80
92 H 2.61 7.26 1.20
93 H 0.52 5.94 1.33
94 H 0.61 3.48 1.37
95 H 4.89 3.64 1.20
96 H 4.79 6.10 1.13
97 H 3.55 1.31 -1.35
98 H 5.53 0.63 -2.63
99 H 7.60 -0.08 -1.46
100 H 7.67 -0.04 1.01
101 H 5.70 0.67 2.30
102 H 2.83 3.22 3.95
103 H 3.15 2.78 6.35
104 H 3.73 0.50 7.13
105 H 3.93 -1.34 5.49
106 H 3.56 -0.91 3.10

Properties
Expectation value of S²: 0.76
Charge: -1
HOMO (alpha / beta) (Ha): -0.14979 / -0.15465
2S+1: 2
Gap between HOMO and LUMO (alpha / beta) (eV): 6.1 / 6.3

=====

Maximum force per entry: 0.295 0.600 eV/A
Energy per entry: -213910.82871 -208047.42361 eV
ΔE to the lowest compared entry with this formula, charge and spin per entry: 2.973 2.949 eV